This record from OMol25 describes a single C3H6N2O molecule. The level of theory is ωB97M-V/def2-TZVPD.

XYZ file:
```
12
C3H6N2O ωB97M-V/def2-TZVPD
C 0.0822 -0.9832 1.0832
C -0.2511 0.4000 0.6456
C 0.4995 -0.1335 -1.4694
H -0.1396 -1.8481 0.2406
H -0.2374 -1.0709 2.1393
H 1.1801 -1.1379 1.0625
H -1.2450 2.2099 0.6901
H -0.4324 1.5012 -1.1612
H 0.9138 0.3245 -2.4828
N -0.9806 1.2818 1.2800
N -0.2071 0.7178 -0.7361
O 0.8176 -1.2617 -1.2919
```

Properties
* net charge: 0
* HOMO level: -9.7 eV
* SMILES: [H]/N=C(/C)NC=O
* frontier orbital gap: 10.37 eV

This record from OMol25 describes C2H7N3OS as an isolated structure. The level of theory is ωB97M-V/def2-TZVPD.

XYZ file:
```
14
C2H7N3OS ωB97M-V/def2-TZVPD
C -1.1435 -1.8196 1.3315
C -0.5562 0.2156 -0.3120
H -0.2075 -2.2309 0.6544
H -0.9984 -1.7113 2.5459
H -2.1731 -2.6704 1.3938
H -2.5051 -0.6385 0.2758
H -1.3898 1.9261 0.1431
H 0.7007 2.1135 -0.4972
H 3.2412 0.1070 0.7903
N -1.5309 -0.5093 0.5183
N -1.2344 1.4377 -0.8193
N 0.6905 0.2190 -0.7553
O -0.1259 2.4305 -1.0544
S 1.8163 -0.9217 0.2754
```

Properties
* net charge: 0
* HOMO level: -9.1 eV
* frontier orbital gap: 8.55 eV

This record from OMol25 describes H23O11 as an isolated structure. The level of theory is ωB97M-V/def2-TZVPD.

XYZ file:
```
34
H23O11 ωB97M-V/def2-TZVPD
O 0.3227 -1.8241 -3.1691
H -0.4857 -1.3286 -3.3193
H 0.3895 -2.4588 -3.8899
O -3.7516 2.0278 -1.3804
H -3.2608 1.4150 -1.9453
H -4.4223 1.3936 -1.0778
O -0.3259 1.2479 1.7867
H 3.6760 -0.8785 -3.3539
H 2.3087 2.9177 -2.3675
O -4.1545 1.0141 1.1828
H -3.9100 0.9443 2.1090
H 1.6880 -3.2148 -1.5882
O -0.0933 -3.1615 3.4667
H 0.8526 -3.1838 3.2756
H -3.5227 1.5966 0.7456
O 1.7885 2.4950 0.5596
H 1.4881 2.7818 -0.3216
H 0.0675 0.4028 1.0354
O 0.6294 -0.1075 0.0878
H 0.4990 1.6753 2.0718
O -1.6153 0.1670 3.9784
H -1.3991 0.3763 4.8842
H -1.7199 -0.7916 3.9439
O 1.7476 -4.1310 -1.3115
H 0.0322 -0.4972 -0.5629
H 2.5748 -4.2930 -0.8596
O 3.4847 -0.0699 -2.8703
H 2.2794 3.2343 0.9327
H 4.2942 0.4479 -2.8993
O 1.5974 2.2968 -2.2237
H -0.8859 1.2884 2.5930
H 2.1388 1.4844 -2.2605
H -0.4271 -3.6931 2.7343
H 1.1114 0.6639 -0.2610
```

Properties
* net charge: +1
* HOMO level: -13.9 eV
* frontier orbital gap: 10.84 eV

This record from OMol25 describes a 2-piece molecular cluster, C18H25N3O3S overall. The level of theory is ωB97M-V/def2-TZVPD.

XYZ file:
```
50
C18H25N3O3S ωB97M-V/def2-TZVPD
C -3.9478 -2.4912 0.2242
C -4.6221 -1.2677 0.5828
C -3.7995 0.1194 0.4652
H -2.9466 -0.1388 0.9758
H -4.4676 0.6626 0.8375
C -3.7398 0.3710 -0.9008
N -3.0705 1.5785 -0.7950
C -1.7614 1.7686 -1.2096
N -1.0730 2.9407 -1.1501
C 0.3744 2.8460 -1.1966
O 0.9747 4.0705 -1.1991
C 0.7468 1.5598 -1.3673
C 1.8531 1.0783 -2.5339
H 2.4683 2.2461 -2.4691
H 1.2787 1.0910 -3.4842
C 2.6855 0.0486 -2.0059
O 3.9695 0.0633 -1.8360
N 2.1094 -1.1778 -2.0890
H 1.2510 -1.0604 -2.3642
C 2.7591 -2.2670 -1.5427
H 2.6850 -3.1157 -2.4986
H 3.7180 -1.9541 -1.3509
C 2.1383 -2.6705 -0.2894
C 1.8544 -1.5879 0.7769
C 2.9582 -0.6365 0.7453
C 2.8247 0.3242 1.7776
C 1.4671 0.4087 2.2336
C 0.4477 -0.1012 1.8579
C 0.5628 -1.3918 1.1920
H -0.1512 -2.0324 0.8766
H -0.5680 0.0735 2.2055
O 1.0840 1.6494 2.8664
C 2.1531 2.6364 3.3576
H 2.8800 2.0028 3.9255
H 1.5918 3.3042 3.9229
H 2.6164 3.2498 2.4853
H 3.6041 0.9393 1.8714
H 3.9623 -0.9853 0.9096
H 1.1681 -3.2179 -0.5456
H 2.6829 -3.4039 0.2043
H 1.4382 1.1686 -0.1569
S -0.7462 0.4533 -1.1140
H -1.6135 3.7476 -0.9181
H -4.6797 0.4752 -1.4494
H -3.2084 -0.2553 -1.5440
H -5.5246 -1.2216 -0.0285
H -5.0006 -1.5033 1.6682
H -4.4634 -3.5346 0.3296
H -3.7118 -2.3396 -1.0180
H -3.2118 -2.5231 0.7652
```

Properties
* net charge: 0
* HOMO level: -8.3 eV
* frontier orbital gap: 8.07 eV

This record from OMol25 describes C19H11BrN2O6SSe2Te2Ti as an isolated structure. The level of theory is ωB97M-V/def2-TZVPD.

XYZ file:
```
45
C19H11BrN2O6SSe2Te2Ti ωB97M-V/def2-TZVPD
Ti 0.0617 1.4321 1.1327
O 3.9191 0.6732 1.9020
C 2.8533 1.1709 1.5949
O 1.6807 0.8200 2.0129
C 2.7640 2.3189 0.6069
C 3.7801 2.8752 -0.1428
C 3.4417 3.8208 -1.1054
C 2.1061 4.1335 -1.3333
C 1.1515 3.5118 -0.5511
N 1.5036 2.6906 0.4266
C -0.3613 3.5154 -0.7309
O -0.9090 4.2494 -1.5281
O -0.9226 2.6444 0.0467
H 4.7977 2.5487 0.0190
H 4.2127 4.2773 -1.7138
H 1.7979 4.8135 -2.1150
Se -2.0228 1.4581 2.5255
Te -0.6230 0.0472 3.9966
Te 0.9910 2.1297 4.8734
Se 0.5737 3.6756 2.9639
S -1.0454 -0.9865 -1.9954
C -2.6483 -1.3321 -1.3682
C -3.3446 -0.4053 -0.5927
C -4.5943 -0.7196 -0.0816
C -5.1988 -1.9283 -0.4002
C -4.5382 -2.8345 -1.2196
C -3.2624 -2.5504 -1.6811
H -2.9047 0.5625 -0.4144
H -5.0959 -0.0144 0.5698
H -6.1867 -2.1571 -0.0156
H -5.0135 -3.7715 -1.4907
H -2.7118 -3.2573 -2.2892
Br 0.8946 -5.4468 1.7335
C 1.2864 -4.0401 0.5129
C 2.1828 -4.2723 -0.5120
N 2.4748 -3.3314 -1.4090
C 1.8652 -2.1588 -1.3105
C 0.9507 -1.8450 -0.3055
C 0.6739 -2.8091 0.6542
C 0.2595 -0.5062 -0.2450
O -0.5038 -0.3186 0.8185
O 0.8954 0.5644 -0.6081
H 2.6831 -5.2278 -0.6197
H 2.0908 -1.4278 -2.0784
H -0.0050 -2.5923 1.4672
```

Properties
* net charge: -2
* HOMO level: -1.3 eV
* frontier orbital gap: 5.25 eV

This record from OMol25 describes C38H54BCoIN3P2S as an isolated structure. The level of theory is ωB97M-V/def2-TZVPD.

XYZ file:
```
101
C38H54BCoIN3P2S ωB97M-V/def2-TZVPD
Co -0.2465 -0.4718 -0.7386
C 1.0843 -3.6848 -2.2383
C 2.0145 -2.6630 -2.9083
C 1.4921 -2.3959 -4.3205
C 3.4151 -3.2856 -2.9877
P 1.8771 -1.0962 -1.8779
C 2.8878 -1.5543 -0.3919
N 2.2994 -0.8871 0.7383
B 0.8551 -0.9296 1.0095
N 0.7744 -0.1646 2.2639
C -0.4369 0.0241 3.0303
P -1.6352 1.0295 2.0176
C -3.2731 0.0825 2.0580
C -4.2382 0.3257 3.2186
C -2.9581 -1.4184 2.0156
C -3.9720 0.4570 0.7413
C -1.8010 2.5856 3.0757
C -2.7637 3.5413 2.3647
C -2.2151 2.4197 4.5430
C -0.4075 3.2315 3.0518
C 2.0324 0.1504 2.7262
C 2.4659 0.7709 3.8866
C 3.8369 0.9749 4.0794
C 4.7602 0.5442 3.1417
C 4.3409 -0.1122 1.9794
C 2.9859 -0.2979 1.7687
C 2.9138 0.2681 -2.6557
C 2.0958 0.9676 -3.7458
C 4.2687 -0.1457 -3.2300
C 3.1611 1.2782 -1.5263
H 1.0645 -4.5898 -2.8566
H 0.0704 -3.2985 -2.1465
H 1.4129 -3.9651 -1.2347
H 1.3748 -3.3498 -4.8470
H 2.1770 -1.7756 -4.9025
H 0.5175 -1.9012 -4.2913
H 3.3287 -4.2883 -3.4224
H 3.8683 -3.4032 -2.0017
H 4.0978 -2.7145 -3.6147
H 3.9479 -1.3141 -0.4997
H 2.8083 -2.6393 -0.2506
H -0.2115 0.5073 3.9811
H -0.8578 -0.9534 3.2703
H -3.7824 0.0962 4.1835
H -5.1035 -0.3371 3.0961
H -4.6145 1.3501 3.2448
H -2.7172 -1.8113 3.0055
H -2.1198 -1.6489 1.3556
H -3.8347 -1.9600 1.6453
H -4.2104 1.5237 0.6957
H -4.9071 -0.1082 0.6505
H -3.3395 0.2188 -0.1170
H -3.7858 3.1563 2.3469
H -2.4448 3.7163 1.3338
H -2.7793 4.5063 2.8857
H -3.2882 2.2807 4.6582
H -1.9394 3.3216 5.1029
H -1.7127 1.5758 5.0216
H -0.0718 3.4033 2.0311
H 0.3443 2.6227 3.5573
H -0.4537 4.2001 3.5640
H 1.7614 1.0902 4.6449
H 4.1758 1.4672 4.9838
H 5.8190 0.7005 3.3137
H 5.0655 -0.4785 1.2617
H 1.8455 0.3004 -4.5713
H 2.6822 1.8009 -4.1499
H 1.1618 1.3613 -3.3473
H 4.1614 -0.7106 -4.1577
H 4.8531 -0.7430 -2.5261
H 4.8479 0.7564 -3.4604
H 2.2523 1.4992 -0.9726
H 3.5177 2.2178 -1.9619
H 3.9099 0.9249 -0.8145
I 0.8442 -3.6286 2.2175
S -1.9809 2.6536 -3.6263
C -1.4784 1.1194 -2.9093
N -0.7804 1.2771 -1.7366
C -0.5158 2.5748 -1.4863
C 0.2597 3.0835 -0.4216
C 0.4595 4.4477 -0.3029
C -0.0912 5.3537 -1.2097
C -0.8614 4.8706 -2.2728
C -1.0640 3.5142 -2.4062
H -2.0009 0.2018 -3.1291
H 0.6808 2.3894 0.2974
H 1.0586 4.8183 0.5226
H 0.0754 6.4178 -1.0950
H -1.2983 5.5590 -2.9885
C -1.3975 -1.7337 -1.0903
C -2.2650 -2.8192 -1.0974
C -3.2098 -2.9337 -2.1629
C -4.0813 -3.9989 -2.2294
C -4.0640 -5.0025 -1.2571
C -3.1374 -4.9122 -0.2131
C -2.2544 -3.8590 -0.1221
H -3.2363 -2.1546 -2.9167
H -4.7904 -4.0516 -3.0495
H -4.7519 -5.8379 -1.3145
H -3.0982 -5.6887 0.5439
H -1.5264 -3.8123 0.6791
```

Properties
* spin multiplicity: 5
* net charge: -2
* HOMO level (alpha / beta): 0.3 / -1.4 eV
* frontier orbital gap (alpha / beta): 4.00 / 5.67 eV

This record from OMol25 describes a 2-piece molecular cluster, C2HFIO2 overall. The level of theory is ωB97M-V/def2-TZVPD.

XYZ file:
```
7
C2HFIO2 ωB97M-V/def2-TZVPD
C -0.0710 1.9145 0.1751
C -0.0864 -0.8682 -0.3583
O 0.2376 2.3515 -0.8350
O -0.3819 1.6463 1.2529
F -0.7684 -1.6313 -1.2811
I 1.6015 -2.2920 0.3874
H -0.5315 -1.1208 0.6589
```

Properties
* net charge: -1
* HOMO level: -3.2 eV
* frontier orbital gap: 6.63 eV

This record from OMol25 describes a single C22H29N7O2S2 molecule. The level of theory is ωB97M-V/def2-TZVPD.

XYZ file:
```
62
C22H29N7O2S2 ωB97M-V/def2-TZVPD
C -5.3039 6.6556 0.7962
C -4.1454 7.6324 0.9598
C -2.8468 6.9468 1.3863
C -2.9260 6.3889 2.7973
H -3.6776 5.6074 2.8811
H -3.1146 7.1751 3.5280
S -1.3445 5.6335 3.3082
C -1.4313 4.1568 2.4162
N -2.4337 3.7875 1.7107
C -2.2207 2.5747 1.1234
C -3.1131 1.8915 0.3030
C -2.7425 0.6756 -0.2230
C -1.4857 0.1092 0.0458
C -0.5922 0.7706 0.8817
C -0.9657 1.9915 1.4040
S -0.0529 3.0388 2.4576
H 0.3623 0.3290 1.1031
N -1.1942 -1.1167 -0.5255
C -0.0140 -1.7894 -0.6266
N 1.1086 -1.2614 -0.1625
C 2.1998 -2.0198 -0.3358
N 2.2039 -3.2336 -0.8879
C 1.0195 -3.6584 -1.3302
N -0.1236 -2.9716 -1.2318
N 0.9684 -4.8858 -1.8804
C 2.1785 -5.6203 -2.1766
H 3.0001 -4.9023 -2.2045
C 2.0169 -6.3246 -3.5345
H 1.5255 -7.3010 -3.4099
O 1.2864 -5.5203 -4.4268
C -0.0638 -5.3570 -4.0356
H -0.6827 -6.1467 -4.4894
C -0.2290 -5.3841 -2.5046
H -1.0607 -4.7531 -2.1959
H -0.4017 -6.4090 -2.1565
H -0.3699 -4.3901 -4.4413
H 2.9917 -6.4826 -3.9986
H 2.3813 -6.3568 -1.3882
N 3.3833 -1.5012 0.0397
C 3.4853 -0.2567 0.7651
H 2.5478 0.2871 0.6718
C 3.8111 -0.5569 2.2324
H 3.9996 0.3630 2.7877
O 4.9869 -1.3305 2.3384
C 4.8653 -2.5516 1.6438
H 5.8162 -3.0708 1.7739
C 4.5654 -2.3219 0.1564
H 4.3845 -3.2666 -0.3537
H 5.4048 -1.7946 -0.3095
H 4.0560 -3.1548 2.0841
H 2.9656 -1.0937 2.6896
H 4.2995 0.3305 0.3263
H -1.9533 -1.5888 -0.9977
H -3.4299 0.1405 -0.8624
H -4.0777 2.3238 0.0913
H -2.0252 7.6652 1.3356
H -2.6287 6.1289 0.6972
H -3.9674 8.1334 0.0058
H -4.4107 8.3991 1.6915
H -5.5930 6.2251 1.7512
H -6.1697 7.1645 0.3788
H -5.0227 5.8466 0.1263
```

Properties
* net charge: 0
* HOMO level: -7.6 eV
* SMILES: CCCCSc1nc2ccc(Nc3nc(N4CCOCC4)nc(N4CCOCC4)n3)cc2s1
* frontier orbital gap: 8.32 eV